No. 1
One molecule with the formula C2H5N3OS, computed with the ωB97M-V functional and the def2-TZVPD basis.

XYZ file:
```
12
Properties=species:S:1:pos:R:3:forces:R:3:lowdin_charge:R:1
N 2.49062 0.00593 0.13007 0.885 -3.927 1.050 0.072
C 1.21546 -0.61480 -0.26427 -2.960 -6.070 -0.397 -0.404
O 0.92345 -1.85185 -0.57032 3.307 6.072 1.068 -0.055
N 0.02075 0.19761 -0.16285 7.685 2.642 -0.211 0.057
C -1.21743 -0.13562 -0.23652 -3.114 -4.153 1.560 -1.079
N -2.07872 0.82606 -0.23119 -7.784 7.512 0.086 -0.055
S -1.85969 -1.58556 0.14235 -0.233 -2.029 0.026 0.667
H 2.33818 0.33171 1.07045 -0.476 1.048 0.362 0.049
H 3.29655 -0.80860 0.49243 -3.242 2.388 -2.284 0.204
H 0.17990 1.15690 0.13879 0.017 -0.177 -0.383 0.150
H -3.19522 0.70684 0.35103 5.070 -0.142 -2.890 0.231
H -2.11384 1.77139 -0.85997 0.846 -3.161 2.014 0.164
```
Forces are in eV/Å.

energy relative to the best compared isomer or geometry (same formula, charge and spin)	366.4	kJ/mol
energy	-716.80117	a.u.
structure (SMILES)	NC(=O)NC(N)=S
HOMO	-7.68	eV

=====

No. 2
One molecule with the formula C2H5N3OS, computed with the ωB97M-V functional and the def2-TZVPD basis.

XYZ file:
```
12
Properties=species:S:1:pos:R:3:forces:R:3:lowdin_charge:R:1
H -3.74861 0.02934 0.37741 -0.919 0.161 0.331 0.020
N -2.80631 0.32286 0.20963 2.142 -3.223 -1.050 0.070
C -2.16696 -0.80170 0.01558 -0.467 0.736 1.485 -0.270
N -0.72453 -0.86303 -0.27995 -1.153 -6.310 1.090 -0.067
C 0.41676 -0.08933 -0.13593 -0.561 -0.655 0.243 -0.866
S 0.29058 1.56354 -0.06916 1.084 -1.195 0.060 0.652
N 1.53802 -1.00098 -0.11705 -0.266 1.490 1.100 -0.076
O 2.83001 -0.42028 0.18754 -1.179 0.297 0.559 -0.104
H -2.70012 -1.98890 0.25663 1.929 3.636 -1.141 0.184
H -0.49020 -2.03129 -0.13256 -0.728 4.490 -0.901 0.193
H 1.34553 -1.94734 0.36710 0.884 2.376 -0.593 0.155
H 2.75503 0.41808 0.77137 -0.765 -1.803 -1.183 0.109
```
Forces are in eV/Å.

energy relative to the best compared isomer or geometry (same formula, charge and spin)	489.5	kJ/mol
energy	-716.75426	a.u.
structure (SMILES)	[H]/N=C/NC(=S)NO
HOMO	-8.77	eV

=====

No. 3
One molecule with the formula C2H5N3OS, computed with the ωB97M-V functional and the def2-TZVPD basis.

XYZ file:
```
12
Properties=species:S:1:pos:R:3:forces:R:3:lowdin_charge:R:1
H -2.67991 0.92127 -0.85809 1.415 -0.742 0.368 0.029
N -1.76291 0.40049 -0.92995 0.220 -3.398 4.622 -0.020
C -1.58470 -0.39137 0.22980 -0.931 3.711 -2.694 -0.291
N -0.50398 -1.34084 0.38462 -1.371 1.120 1.053 -0.395
S 0.89292 -1.61463 -0.64165 -0.744 1.165 1.014 0.921
C 1.91937 -0.07522 -0.18823 1.159 -3.882 -0.694 -0.847
N 1.22651 0.97447 -0.05297 0.454 6.127 0.841 0.136
O 3.10261 -0.13091 -0.06332 1.303 -0.723 -0.188 0.024
H -2.32646 -0.03645 1.18140 2.358 -1.996 -2.310 0.163
H -0.34888 -1.70682 1.35844 -0.478 0.763 -1.575 0.094
H 1.74938 1.89553 -0.09991 -0.572 -1.798 0.469 0.172
H 0.31605 1.10449 -0.32015 -2.812 -0.346 -0.907 0.015
```
Forces are in eV/Å.

energy relative to the best compared isomer or geometry (same formula, charge and spin)	257.8	kJ/mol
energy	-716.84253	a.u.
structure (SMILES)	[H]/N=C/NSC(N)=O
HOMO	-9.30	eV

=====

No. 4
One molecule with the formula C2H5N3OS2, computed with the ωB97M-V functional and the def2-TZVPD basis.

XYZ file:
```
13
Properties=species:S:1:pos:R:3:forces:R:3:lowdin_charge:R:1
O 2.87385 0.40675 -0.34423 1.878 -3.340 -1.767 -0.128
N 1.68855 0.95354 0.04062 -2.038 3.428 -0.834 -0.107
C 0.39223 0.35390 -0.44009 1.976 1.040 0.584 -0.530
N 0.46909 -0.88764 -0.71756 0.386 0.914 -0.675 -0.354
S -0.77305 -2.02957 -0.87335 -1.092 1.581 2.731 0.744
C -1.80676 -1.13750 0.54700 -2.333 -0.306 0.266 -0.673
S -2.32428 0.52982 -0.29587 1.892 -0.808 1.151 0.709
N -0.68189 1.34613 -0.22673 0.490 -2.699 3.713 -0.297
H 2.80462 -0.42949 -0.95603 -0.807 2.244 1.680 0.144
H 1.95521 2.05839 -0.11315 -2.082 -3.471 0.137 0.199
H -2.86640 -1.70702 0.94835 3.087 1.484 -1.627 0.104
H -1.23466 -0.87941 1.53300 -0.562 -0.681 -2.116 0.058
H -0.49652 1.42210 0.89806 -0.795 0.615 -3.243 0.131
```
Forces are in eV/Å.

energy relative to the best compared isomer or geometry (same formula, charge and spin)	508.2	kJ/mol
energy	-1114.90098	a.u.
structure (SMILES)	ONC1=NSCSN1
HOMO	-8.27	eV

=====

How do the records compare in Kohn-Sham gap? In the order shown, they have 7.87; 8.83; 9.86; 8.58 eV.